(1)
The following is a quantum chemistry calculation of a single C7H8 molecule in a non-equilibrium geometry, from the Open Molecules 2025 dataset.

Each line ends with the Mulliken charge.
Atoms and positions in Å:
C: 2.67411 -1.08187 -0.10370  -0.91
C: 1.96876 -0.01078 0.00307  0.15
C: 1.79935 1.43998 -0.03601  -0.59
C: 0.61659 0.44694 0.28500  0.38
C: -0.67409 0.36638 0.56937  0.18
C: -1.86690 -0.04963 0.69942  -0.45
C: -2.82392 -0.47930 -0.44673  -0.89
H: 3.67674 -0.98045 -0.41961  0.32
H: 2.13947 -2.05644 0.13499  0.24
H: 1.71130 2.00267 -0.92960  0.24
H: 2.03910 1.98541 0.81578  0.23
H: -2.34802 -0.10608 1.71506  0.28
H: -3.37297 -1.43187 -0.23967  0.30
H: -2.08967 -0.45539 -1.32551  0.27
H: -3.44988 0.41044 -0.72187  0.26

Forces on the atoms, in the same order (eV/Å):
-0.7 -2.4 0.3
-2.5 1.1 0.7
-2.0 -1.2 -0.2
-0.3 1.2 0.0
4.5 -0.3 -1.1
-4.1 -1.1 1.4
2.1 1.7 -1.0
1.0 -0.5 -0.2
1.2 1.2 -0.5
0.2 0.3 -0.9
0.8 0.9 1.4
0.7 0.2 -0.8
0.6 1.0 -0.4
-1.3 -1.0 0.8
-0.2 -1.1 0.6

Highest occupied orbital energy in eV: -8.79
SMILES: C=C1CC1=C=CC
Frontier orbital gap in eV: 9.6
LUMO level in eV: 0.8
ΔE to the lowest compared entry with this formula, charge and spin in kcal/mol: 111.9
F_max in eV/Å: 4.61

---

(2)
The following is a quantum chemistry calculation of a single C7H8 molecule in a non-equilibrium geometry, from the Open Molecules 2025 dataset.

Each line ends with the Mulliken charge.
Atoms and positions in Å:
C: 1.70993 0.45230 2.63308  -0.82
C: 0.68613 -0.09216 1.96799  -0.05
C: -0.17476 -1.17728 1.45365  -0.46
C: -0.01511 0.11581 0.71300  0.10
C: -0.33383 0.58683 -0.42380  0.31
C: -1.07490 0.62620 -1.45841  -0.23
C: -0.72720 0.11853 -2.87890  -0.97
H: 2.20976 -0.04750 3.57160  0.23
H: 1.92713 1.49601 2.48505  0.28
H: 0.52620 -1.96144 1.07396  0.16
H: -0.95419 -1.49935 2.00853  0.33
H: -1.98637 1.33383 -1.43415  0.24
H: 0.15782 -0.56374 -2.81014  0.30
H: -0.38356 0.94426 -3.55751  0.26
H: -1.56705 -0.33230 -3.34395  0.32

Forces on the atoms, in the same order (eV/Å):
-0.4 -1.5 2.4
1.2 1.5 -1.0
4.2 -0.3 -1.2
0.6 -0.5 2.4
-0.1 -0.6 0.8
-2.1 2.1 -3.9
2.1 1.1 1.0
-1.1 0.9 -2.0
0.4 0.1 -0.3
-1.1 0.2 0.1
-2.7 -0.8 1.4
1.2 -1.4 0.2
-1.0 0.3 -0.1
-0.4 -0.5 0.7
-0.7 -0.6 -0.3

Highest occupied orbital energy in eV: -8.68
SMILES: C=C1CC1=C=CC
Frontier orbital gap in eV: 9.3
LUMO level in eV: 0.6
ΔE to the lowest compared entry with this formula, charge and spin in kcal/mol: 118.8
F_max in eV/Å: 4.91

---

(3)
The following is a quantum chemistry calculation of 2 unconnected molecules or ions with the total composition C7H8Br2F2N2O5S2 in a non-equilibrium geometry, from the Open Molecules 2025 dataset.

Each line ends with the Mulliken charge.
Atoms and positions in Å:
C: 2.67911 -2.63559 1.51289  -1.26
C: 2.68715 -1.72608 0.29758  -0.19
Br: 3.46306 -0.00690 0.75782  -0.12
C: 1.30045 -1.58078 -0.37776  -0.28
Br: 1.33031 -2.70550 -1.96475  -0.09
N: 0.17430 -1.98992 0.55186  0.31
N: -0.89787 -2.65712 -0.20636  -0.62
C: -1.22667 -3.74741 0.28114  0.62
S: -1.77673 -5.15947 0.56389  -0.32
S: -0.56603 -0.58560 1.17009  1.16
O: 0.44384 0.36052 1.47370  -0.49
O: -1.68517 -0.18850 0.39792  -0.52
F: -1.05957 -1.19111 2.49670  -0.25
H: 2.09941 -2.21427 2.32682  0.31
H: 2.27015 -3.60442 1.23022  0.30
H: 3.70325 -2.77471 1.84563  0.46
H: 3.34314 -2.16542 -0.43979  0.48
H: 1.14927 -0.57989 -0.76210  0.51
O: -2.73608 6.01191 -1.01762  -0.49
C: -2.32586 4.90438 -1.05212  0.59
O: -2.29104 4.05333 0.00045  -0.34
C: -1.86593 2.76888 -0.47293  -0.11
C: -1.12543 3.13717 -1.73805  0.33
F: -1.23191 2.18019 -2.69406  -0.28
O: -1.80731 4.30131 -2.16326  -0.34
H: -2.73676 2.14897 -0.68543  0.27
H: -1.24173 2.27324 0.26123  0.05
H: -0.06938 3.37282 -1.59368  0.31

Forces on the atoms, in the same order (eV/Å):
0.1 0.1 -0.2
-0.4 -0.4 0.3
0.1 0.1 -0.1
0.3 -0.2 0.1
-0.1 0.0 0.1
-0.7 0.7 -1.0
0.6 -0.6 1.5
-0.2 0.4 -1.1
0.0 -0.1 0.3
0.5 0.4 -0.7
0.1 -0.2 0.3
-0.2 -0.3 0.3
-0.3 -0.2 0.2
-0.1 0.0 0.1
-0.1 -0.1 0.1
0.1 0.0 0.1
0.2 0.3 -0.1
0.0 0.1 0.0
-0.1 0.1 0.0
-0.1 -0.1 0.0
0.1 -0.1 -0.1
0.0 0.0 0.2
-0.2 0.0 -0.1
0.0 0.1 0.0
0.2 0.1 0.2
0.0 0.0 -0.1
0.0 0.2 0.1
0.0 -0.1 -0.1

Highest occupied orbital energy in eV: -10.43
SMILES: C[C@H](Br)[C@@H](Br)N(N=C=S)S(=O)(=O)F.O=C1OC[C@@H](F)O1
Frontier orbital gap in eV: 9.3
LUMO level in eV: -1.2
F_max in eV/Å: 1.74

---

(4)
The following is a quantum chemistry calculation of a molecular structure, C7H8Br2O2Si in a non-equilibrium geometry, from the Open Molecules 2025 dataset.

Each line ends with the Mulliken charge.
Atoms and positions in Å:
C: 0.26677 0.19217 2.81300  -0.47
C: 0.08896 -0.80357 1.83696  -0.96
C: 0.37589 1.50600 2.38228  -0.38
C: -0.01741 -0.43499 0.52730  -0.03
C: 0.32515 1.90359 1.10225  -0.69
C: 0.06505 0.85555 0.12092  0.93
C: 0.01632 1.13171 -1.26765  -0.18
O: -1.65756 -0.87566 -2.45166  -0.50
O: 1.00295 -1.35093 -2.43915  -0.47
Si: -0.14912 -0.26119 -2.55065  0.69
Br: -1.54215 2.53593 -1.46824  -0.09
Br: 1.51320 2.12009 -2.03925  -0.05
H: 0.27264 -0.16972 3.85359  0.35
H: 0.08324 -1.76537 2.16566  0.54
H: 0.45075 2.36587 3.10514  0.26
H: -0.42491 -1.17788 -0.13708  0.17
H: 0.39109 2.94723 0.76447  0.40
H: -1.71814 -1.66567 -1.92352  0.35
H: 1.33239 -1.82971 -1.67196  0.38
H: -0.21781 0.46027 -3.77136  -0.25

Forces on the atoms, in the same order (eV/Å):
-0.2 -1.7 -0.6
0.6 3.3 1.6
0.1 2.2 3.0
-1.0 -1.0 -0.3
-0.6 -1.6 -3.0
1.6 2.3 2.5
-1.3 1.6 -2.4
-0.1 -0.4 0.1
1.2 -1.1 0.1
-1.6 1.4 0.2
0.5 -1.1 -0.2
0.6 0.0 0.4
0.2 0.8 -0.5
-0.4 -2.8 0.6
0.1 -1.3 -0.4
0.4 -0.3 -0.5
0.0 -0.6 0.3
-0.4 -0.5 0.2
-0.2 0.4 -0.2
0.4 0.2 -1.0

Highest occupied orbital energy in eV: -9.29
Frontier orbital gap in eV: 9.1
LUMO level in eV: -0.2
F_max in eV/Å: 3.77